{
  "formula": "C3H9NO3",
  "method": "ωB97M-V with the def2-TZVPD basis set",
  "homo_lumo_gap_ev": 9.9,
  "smiles": "C[C@H](O)N(O)CO",
  "energy_ha": -400.1158,
  "de_lowest_kcal_mol": 66.3,
  "elements": ["C", "C", "O", "N", "O", "C", "O", "H", "H", "H", "H", "H", "H", "H", "H", "H"],
  "positions_angstrom": [[-0.881, 0.245, 1.273], [0.522, 0.417, 0.686], [0.965, 1.754, 0.793], [0.653, 0.109, -0.725], [-0.276, 0.886, -1.492], [0.531, -1.266, -1.122], [-0.724, -1.854, -0.913], [-1.194, -0.791, 1.178], [-0.879, 0.521, 2.325], [-1.581, 0.883, 0.736], [1.229, -0.256, 1.198], [0.829, 2.051, 1.698], [0.128, 1.764, -1.517], [0.800, -1.298, -2.188], [1.253, -1.847, -0.546], [-1.374, -1.317, -1.384]],
  "lowdin_charge": [-0.027, -0.430, -0.013, -0.142, -0.021, -0.256, -0.043, 0.071, 0.076, 0.082, 0.151, 0.093, 0.103, 0.130, 0.133, 0.092]
}



{
  "formula": "C3H5Br2NS",
  "method": "ωB97M-V with the def2-TZVPD basis set",
  "homo_lumo_gap_ev": [7.4, 8.1],
  "energy_ha": -5718.1535,
  "de_lowest_kcal_mol": 30.5,
  "elements": ["C", "C", "C", "N", "S", "Br", "Br", "H", "H", "H", "H", "H"],
  "positions_angstrom": [[-0.502, 0.176, -1.040], [-1.195, -0.814, -0.175], [0.746, 0.948, -0.253], [0.648, 1.108, 1.052], [-0.084, 0.207, 2.071], [2.351, -0.444, -0.754], [0.967, -1.638, 2.689], [-0.146, -0.222, -1.988], [-1.233, 1.021, -1.378], [-2.080, -0.579, 0.214], [-0.535, -1.652, 0.292], [1.065, 1.889, -0.730]],
  "lowdin_charge": [-0.287, -0.007, -0.649, -0.517, 0.523, 0.392, 0.204, 0.073, 0.131, -0.008, 0.050, 0.096]
}



{
  "formula": "C31H31GaN5O3SSeSi",
  "method": "ωB97M-V with the def2-TZVPD basis set",
  "homo_lumo_gap_ev": 6.8,
  "energy_ha": -6713.1671,
  "charge": 1,
  "de_lowest_kcal_mol": 14.9,
  "elements": ["Ga", "C", "Si", "C", "N", "C", "C", "C", "C", "C", "C", "C", "C", "C", "C", "C", "C", "C", "C", "C", "C", "C", "H", "H", "H", "H", "H", "H", "H", "H", "H", "H", "H", "H", "H", "H", "H", "H", "H", "H", "H", "H", "H", "H", "H", "H", "O", "C", "N", "S", "O", "O", "C", "C", "C", "C", "C", "C", "H", "H", "H", "H", "Se", "N", "C", "C", "C", "C", "N", "C", "N", "H", "H", "H"],
  "positions_angstrom": [[0.391, 0.107, 0.096], [-0.168, 0.091, 1.997], [-1.607, -1.090, 2.123], [-1.218, -2.269, 0.673], [-0.847, -1.581, -0.595], [-2.061, -1.132, -1.342], [-2.884, -2.276, -1.925], [-2.026, -3.171, -2.813], [-0.821, -3.664, -2.018], [-0.040, -2.475, -1.477], [-3.262, -0.223, 2.006], [-3.385, 1.149, 2.233], [-4.630, 1.766, 2.245], [-5.778, 1.019, 2.021], [-5.678, -0.349, 1.797], [-4.433, -0.961, 1.799], [-1.564, -2.112, 3.685], [-2.498, -1.905, 4.703], [-2.435, -2.625, 5.887], [-1.439, -3.573, 6.072], [-0.503, -3.796, 5.071], [-0.566, -3.071, 3.890], [0.683, -0.286, 2.566], [-0.363, 1.111, 2.327], [-2.017, -2.994, 0.511], [-0.340, -2.837, 0.994], [-1.721, -0.486, -2.154], [-2.665, -0.532, -0.664], [-3.712, -1.842, -2.488], [-3.330, -2.875, -1.127], [-1.676, -2.601, -3.680], [-2.612, -4.010, -3.188], [-0.152, -4.246, -2.653], [-1.146, -4.317, -1.204], [0.309, -1.885, -2.318], [0.836, -2.799, -0.918], [-2.501, 1.747, 2.418], [-4.703, 2.831, 2.432], [-6.750, 1.496, 2.038], [-6.572, -0.938, 1.635], [-4.374, -2.036, 1.647], [-3.285, -1.169, 4.569], [-3.167, -2.449, 6.666], [-1.388, -4.134, 6.996], [0.275, -4.537, 5.208], [0.183, -3.253, 3.126], [2.589, 0.569, 0.865], [2.963, 0.144, -0.228], [2.061, -0.446, -1.061], [2.648, -0.398, -2.625], [2.388, -1.618, -3.318], [2.208, 0.826, -3.249], [4.333, -0.159, -2.128], [5.492, -0.216, -2.867], [6.672, 0.151, -2.223], [6.670, 0.577, -0.899], [5.490, 0.621, -0.166], [4.324, 0.235, -0.799], [5.493, -0.534, -3.901], [7.604, 0.099, -2.769], [7.600, 0.869, -0.429], [5.471, 0.933, 0.871], [1.715, 3.259, -1.321], [0.483, 4.379, -1.793], [-0.705, 3.828, -1.555], [-1.987, 4.364, -1.836], [-3.058, 3.564, -1.580], [-2.883, 2.257, -1.041], [-1.721, 1.738, -0.731], [-0.654, 2.517, -0.989], [0.568, 2.035, -0.767], [-2.095, 5.360, -2.246], [-4.062, 3.905, -1.788], [-3.750, 1.632, -0.857]],
  "lowdin_charge": [0.645, -0.218, 0.642, -0.201, -0.224, -0.182, -0.166, -0.181, -0.157, -0.194, -0.270, -0.108, -0.085, -0.077, -0.073, -0.097, -0.242, -0.086, -0.074, -0.076, -0.079, -0.098, 0.034, 0.026, 0.092, 0.094, 0.127, 0.086, 0.122, 0.109, 0.122, 0.117, 0.125, 0.116, 0.091, 0.123, 0.094, 0.107, 0.108, 0.108, 0.110, 0.099, 0.108, 0.108, 0.106, 0.094, 0.036, -0.534, -0.078, 0.667, -0.266, -0.326, -0.203, -0.012, -0.038, -0.039, 0.019, -0.143, 0.130, 0.118, 0.116, 0.131, 1.325, -0.194, -0.346, 0.034, -0.014, -0.074, 0.121, -0.407, -0.226, 0.132, 0.118, 0.124]
}



{
  "formula": "C16H17CrN6OS3",
  "method": "ωB97M-V with the def2-TZVPD basis set",
  "homo_lumo_gap_ev": [6.2, 6.1],
  "multiplicity": 5,
  "energy_ha": -3262.5544,
  "charge": 1,
  "de_lowest_kcal_mol": 0.0,
  "elements": ["Cr", "C", "C", "N", "N", "C", "N", "S", "C", "C", "C", "C", "C", "N", "H", "H", "H", "H", "H", "H", "H", "H", "H", "H", "C", "O", "C", "S", "S", "H", "H", "H", "N", "C", "C", "C", "C", "N", "C", "C", "H", "H", "H", "H"],
  "positions_angstrom": [[-0.389, -0.961, -0.197], [1.777, -1.332, 3.558], [0.921, -0.977, 2.391], [0.515, -1.772, 1.471], [0.835, -3.096, 1.450], [0.282, -3.884, 0.483], [0.705, -5.147, 0.476], [-0.874, -3.333, -0.607], [0.479, 0.438, 2.192], [0.815, 1.438, 3.083], [0.345, 2.726, 2.854], [-0.435, 2.970, 1.742], [-0.714, 1.919, 0.881], [-0.273, 0.681, 1.098], [1.930, -2.401, 3.683], [1.325, -0.969, 4.481], [2.758, -0.862, 3.456], [1.544, -3.444, 2.076], [1.413, -5.495, 1.102], [0.352, -5.768, -0.232], [1.438, 1.223, 3.939], [0.595, 3.523, 3.541], [-0.822, 3.955, 1.527], [-1.290, 2.071, -0.022], [3.259, 2.565, -0.511], [2.818, 1.198, -0.522], [2.186, 0.714, -1.602], [1.845, 1.624, -2.930], [1.771, -0.976, -1.355], [3.428, 2.800, 0.537], [2.509, 3.218, -0.950], [4.187, 2.648, -1.074], [-5.128, 1.474, -5.397], [-4.392, 1.111, -4.596], [-3.465, 0.652, -3.586], [-3.895, 0.499, -2.270], [-2.978, 0.068, -1.338], [-1.700, -0.203, -1.653], [-1.295, -0.067, -2.921], [-2.154, 0.366, -3.919], [-4.916, 0.704, -1.985], [-3.265, -0.071, -0.303], [-0.258, -0.300, -3.123], [-1.789, 0.475, -4.930]],
  "lowdin_charge": [0.347, 0.014, -0.215, -0.060, 0.029, -0.791, 0.135, 0.743, -0.194, 0.018, -0.015, -0.014, -0.076, 0.020, 0.077, 0.102, 0.115, 0.151, 0.126, 0.118, 0.119, 0.125, 0.122, 0.120, -0.101, -0.266, -1.288, 0.661, 0.562, 0.086, 0.050, 0.096, 0.197, -0.149, -0.190, 0.016, -0.106, -0.061, -0.104, 0.037, 0.132, 0.123, 0.054, 0.138]
}